No. 1
65
Properties=species:S:1:pos:R:3 method="wB97M-V/def2-TZVPD" smiles="CC(=O)N(C)CCCC[C@@H]1CCC(=O)N1.CCOCC.CCOCC" orbital_gap_ev=9.9
C 2.154 5.393 2.089
C 2.171 3.884 1.449
O 2.504 3.787 0.138
N 1.893 2.588 2.177
C 1.952 2.727 3.681
C 0.639 1.894 1.694
C -0.690 2.851 1.589
C -1.999 1.867 1.247
C -3.193 1.989 2.395
C -4.449 2.940 1.913
C -4.251 4.566 1.856
C -5.614 5.264 2.519
C -6.225 4.017 3.406
O -7.255 4.006 4.276
N -5.457 2.759 3.064
H 2.398 5.452 3.234
H 1.143 5.982 1.856
H 3.001 6.012 1.518
H 1.961 1.639 4.161
H 2.988 3.222 3.997
H 1.069 3.324 4.163
H 0.402 1.020 2.448
H 0.881 1.501 0.593
H -0.643 3.605 0.665
H -0.913 3.382 2.609
H -1.635 0.731 1.268
H -2.431 2.045 0.170
H -3.647 0.892 2.528
H -2.757 2.273 3.451
H -5.002 2.672 0.905
H -3.382 5.043 2.483
H -4.258 5.027 0.761
H -5.440 6.238 3.183
H -6.400 5.639 1.727
H -4.853 2.646 3.929
C 2.029 0.199 -3.672
C 1.658 0.003 -2.213
O 0.261 -0.198 -2.003
C -0.317 -1.333 -2.643
C 0.298 -2.652 -2.210
H 1.481 1.046 -4.097
H 3.103 0.390 -3.770
H 1.790 -0.680 -4.275
H 1.930 0.906 -1.656
H 2.230 -0.817 -1.764
H -0.277 -1.215 -3.730
H -1.380 -1.336 -2.373
H 1.358 -2.712 -2.466
H -0.211 -3.490 -2.698
H 0.216 -2.776 -1.124
C 1.735 -8.401 -3.155
C 2.280 -7.128 -3.777
O 2.074 -5.967 -2.972
C 2.671 -5.981 -1.678
C 4.183 -6.123 -1.709
H 0.665 -8.299 -2.948
H 1.883 -9.249 -3.831
H 2.229 -8.637 -2.210
H 1.759 -6.947 -4.723
H 3.342 -7.230 -4.026
H 2.213 -6.757 -1.058
H 2.419 -5.024 -1.207
H 4.494 -7.070 -2.159
H 4.591 -6.085 -0.694
H 4.632 -5.317 -2.300

---

No. 2
16
Properties=species:S:1:pos:R:3 method="wB97M-V/def2-TZVPD" smiles="NCNC(=O)CN" e_above_lowest_ev=0.819 orbital_gap_ev=9.8
N 1.437 -0.286 2.205
C 1.272 0.803 1.208
N 0.576 0.377 0.029
C -0.768 0.458 -0.033
O -1.471 1.123 0.704
C -1.415 -0.078 -1.326
N -0.721 -1.196 -1.938
H 0.935 0.025 3.029
H 0.950 -1.107 1.869
H 2.252 1.213 0.966
H 0.754 1.657 1.650
H 1.073 -0.140 -0.675
H -1.407 0.697 -2.082
H -2.409 -0.349 -1.029
H -1.028 -2.149 -1.927
H -0.029 -1.049 -2.649

---

No. 3
16
Properties=species:S:1:pos:R:3 method="wB97M-V/def2-TZVPD" e_above_lowest_ev=5.317 orbital_gap_ev=6.4
C -1.775 0.965 0.211
C 1.057 -1.490 0.924
C 1.043 -1.658 -0.571
C 1.598 0.366 -0.026
N 1.779 1.761 -0.084
O -2.957 0.712 -0.463
O -0.899 1.607 -0.230
O 1.262 -0.100 1.057
O 1.589 -0.395 -1.147
H -1.531 0.474 1.225
H 0.075 -1.731 1.504
H 1.644 -2.520 -0.801
H 0.057 -1.693 -0.940
H -3.625 0.355 0.117
H 1.259 2.272 0.607
H 1.543 2.052 -0.961

---

No. 4
13
Properties=species:S:1:pos:R:3 method="wB97M-V/def2-TZVPD" smiles="C#C.C=C.P=S" e_above_lowest_ev=3.829 orbital_gap_ev=7.4
C 0.115 1.926 -3.431
C -0.376 1.344 -2.549
H 0.538 2.737 -4.001
H -0.696 0.722 -1.700
C 2.269 -1.548 0.680
C 1.161 -2.190 0.287
H 3.019 -0.834 0.136
H 2.759 -1.872 1.633
H 0.618 -3.075 0.784
H 0.721 -1.941 -0.564
P -2.128 1.242 2.131
S -2.944 1.809 0.486
H -1.630 2.484 2.571

---

No. 5
23
Properties=species:S:1:pos:R:3 method="wB97M-V/def2-TZVPD" multiplicity=3 s2=2.01 total_charge=+1 orbital_gap_ev="6.1 / 6.1"
C 3.954 1.170 -1.856
C 4.448 2.135 -1.163
C -1.231 -1.089 1.576
C -0.961 -1.104 -0.813
C -2.424 -0.116 1.416
C -2.169 -0.097 -0.830
C 0.880 -0.320 0.567
N -0.305 -0.862 0.465
O -3.009 -0.435 0.220
S 3.555 0.161 -3.130
S 1.920 0.023 -0.730
H 3.959 2.298 -0.147
H 5.430 2.576 -1.369
H -0.737 -1.013 2.626
H -1.596 -2.110 1.560
H -1.392 -2.124 -0.760
H -0.254 -0.869 -1.659
H -3.102 -0.189 2.323
H -2.038 0.992 1.316
H -1.816 0.912 -0.855
H -2.953 -0.194 -1.793
H 1.216 -0.281 1.671
H 4.234 -0.940 -2.584

---

No. 6
16
Properties=species:S:1:pos:R:3 method="wB97M-V/def2-TZVPD" smiles="C[C@@H](CO)NC=O" e_above_lowest_ev=2.519 orbital_gap_ev=10.5
C -1.383 -0.010 -1.215
C -0.091 -0.136 -0.398
C 1.198 -0.167 -1.356
O 1.091 -1.343 -2.192
N 0.029 0.799 0.786
C -0.541 0.409 1.976
O -0.225 0.739 3.130
H -1.156 -0.472 -2.110
H -1.959 0.947 -1.268
H -2.121 -0.694 -0.734
H -0.021 -1.203 0.028
H 1.176 0.771 -2.076
H 2.047 -0.303 -0.809
H 0.254 -1.424 -2.866
H 0.804 1.438 0.943
H -1.250 -0.401 1.845

---

No. 7
123
Properties=species:S:1:pos:R:3 method="wB97M-V/def2-TZVPD" orbital_gap_ev=8.2
O 3.075 -0.775 0.977
C 2.924 -0.276 -0.107
O 3.401 -0.894 -1.279
Si 2.177 -2.008 -1.773
C 1.739 -1.668 -3.584
C 0.548 -2.575 -4.136
C -0.709 -2.253 -3.216
N -2.019 -2.357 -3.929
C -2.828 -3.418 -3.282
C -3.484 -3.002 -1.925
C -2.776 -2.603 -0.715
C -3.435 -2.256 0.553
C -4.892 -2.320 0.625
C -5.642 -2.703 -0.567
C -4.960 -3.042 -1.826
O -5.792 -3.400 -2.903
O 2.510 -3.637 -1.407
Si 3.903 -4.268 -2.159
O 4.209 -3.669 -3.725
C 5.511 -4.105 -1.155
C 5.385 -3.364 0.234
C 4.538 -4.182 1.301
I 4.636 -3.156 3.237
C 2.132 1.063 -0.143
C 1.035 1.342 -1.063
C 0.320 2.625 -1.108
C 0.719 3.685 -0.185
C 1.786 3.426 0.778
C 2.479 2.144 0.801
H 0.977 -1.655 -0.984
H 1.344 -0.606 -3.618
H 2.625 -1.662 -4.280
H 0.289 -2.233 -5.177
H 0.787 -3.667 -4.138
H -0.706 -3.041 -2.413
H -0.648 -1.212 -2.790
H -2.509 -1.476 -3.754
H -2.237 -4.374 -3.211
H -3.676 -3.660 -3.986
H -1.662 -2.563 -0.697
H -2.785 -1.982 1.421
H -5.382 -2.067 1.596
H -6.758 -2.766 -0.483
H -6.213 -2.565 -3.174
H 3.656 -5.717 -2.321
H 5.037 -3.159 -3.684
H 6.291 -3.633 -1.814
H 5.887 -5.147 -0.933
H 6.429 -3.325 0.669
H 5.045 -2.303 0.170
H 5.061 -5.155 1.480
H 3.485 -4.294 0.952
H 0.690 0.566 -1.784
H -0.495 2.764 -1.857
H 0.199 4.666 -0.241
H 2.096 4.207 1.513
H 3.290 1.979 1.549
C -4.941 0.549 4.492
C -3.509 0.540 3.976
N -2.706 1.647 4.471
C -1.454 1.825 3.745
C -0.417 0.703 3.825
C -2.618 1.778 5.918
C -2.090 0.582 6.713
H -5.424 1.508 4.297
H -5.522 -0.227 3.988
H -4.990 0.346 5.564
H -3.564 0.611 2.884
H -3.049 -0.432 4.203
H -0.984 2.761 4.065
H -1.698 1.983 2.688
H 0.074 0.671 4.797
H 0.366 0.874 3.080
H -0.850 -0.278 3.618
H -3.615 2.021 6.299
H -2.016 2.657 6.166
H -2.555 -0.359 6.412
H -2.308 0.725 7.775
H -1.009 0.479 6.624
C 2.204 -1.851 -10.316
C 1.984 -2.835 -9.175
N 3.153 -3.650 -8.882
C 2.863 -4.792 -8.025
C 2.388 -4.503 -6.601
C 4.377 -2.928 -8.571
C 4.343 -1.935 -7.406
H 2.570 -2.359 -11.210
H 1.261 -1.362 -10.571
H 2.914 -1.066 -10.047
H 1.166 -3.497 -9.477
H 1.633 -2.288 -8.290
H 3.745 -5.440 -7.978
H 2.099 -5.400 -8.521
H 3.198 -4.144 -5.967
H 2.014 -5.425 -6.146
H 1.573 -3.777 -6.577
H 4.689 -2.383 -9.468
H 5.185 -3.645 -8.399
H 3.473 -1.276 -7.444
H 5.232 -1.299 -7.443
H 4.355 -2.440 -6.440
C -4.233 8.198 7.044
C -2.731 7.993 7.189
N -2.371 6.655 7.631
C -0.987 6.543 8.071
C 0.112 6.772 7.032
C -2.860 5.555 6.811
C -2.481 5.546 5.330
H -4.758 7.927 7.962
H -4.445 9.249 6.835
H -4.647 7.613 6.220
H -2.380 8.712 7.936
H -2.239 8.260 6.243
H -0.836 5.561 8.533
H -0.835 7.259 8.886
H 0.195 5.936 6.338
H 1.079 6.863 7.536
H -0.042 7.689 6.461
H -3.952 5.539 6.878
H -2.551 4.605 7.258
H -2.634 6.516 4.852
H -3.104 4.822 4.798
H -1.444 5.244 5.178

---

No. 8
101
Properties=species:S:1:pos:R:3 method="wB97M-V/def2-TZVPD" multiplicity=3 s2=2.01 orbital_gap_ev="9.0 / 8.8"
C 0.233 -2.855 3.795
C -0.928 -3.185 2.833
C -0.512 -3.833 1.498
C 0.565 -3.095 0.691
C 0.058 -1.847 -0.063
O -0.368 -0.891 0.897
C -1.509 -0.125 0.515
C -2.257 0.245 1.819
C 1.207 -1.299 -0.959
N 0.737 -0.371 -2.000
C 2.404 -0.745 -0.130
O 2.715 0.624 -0.366
C 1.828 1.520 0.205
C 1.488 1.504 1.539
C 0.577 2.391 2.042
C 0.009 3.302 1.183
C 0.371 3.363 -0.137
C 1.301 2.459 -0.653
H 0.439 -3.712 4.446
H -0.107 -2.054 4.461
H 1.156 -2.549 3.301
H -1.613 -3.867 3.353
H -1.493 -2.267 2.658
H -0.098 -4.822 1.748
H -1.414 -4.032 0.905
H 0.877 -3.790 -0.104
H 1.468 -2.884 1.268
H -0.739 -2.166 -0.752
H -2.160 -0.627 -0.208
H -1.156 0.835 0.103
H -3.070 -0.471 1.967
H -1.536 0.180 2.639
H -2.613 1.277 1.782
H 1.573 -2.184 -1.496
H 0.069 0.286 -1.606
H 0.171 -0.933 -2.633
H 2.241 -0.980 0.927
H 3.299 -1.301 -0.424
H 1.943 0.745 2.169
H 0.294 2.346 3.088
H -0.748 4.009 1.518
H -0.049 4.094 -0.821
H 1.619 2.462 -1.689
C -6.020 -6.124 -3.341
C -4.880 -6.268 -2.309
C -5.406 -7.004 -1.074
C -6.347 -6.148 -0.228
C -5.695 -4.816 0.140
C -5.114 -4.059 -1.058
N -4.304 -4.937 -1.954
O -3.139 -5.122 -1.401
C -6.247 -3.391 -1.863
C -4.285 -2.887 -0.533
C -3.842 -7.142 -3.016
H -6.173 -7.064 -3.872
H -6.983 -5.883 -2.896
H -5.782 -5.365 -4.087
H -4.568 -7.326 -0.448
H -5.923 -7.916 -1.384
H -7.291 -5.975 -0.752
H -6.606 -6.689 0.685
H -6.425 -4.184 0.651
H -4.900 -5.014 0.867
H -5.861 -2.950 -2.784
H -6.703 -2.588 -1.283
H -7.059 -4.065 -2.122
H -3.518 -3.210 0.171
H -4.921 -2.180 0.001
H -3.798 -2.349 -1.349
H -3.472 -6.650 -3.918
H -4.291 -8.090 -3.310
H -2.989 -7.379 -2.382
C 5.224 4.177 -0.612
C 4.893 4.934 0.692
C 3.446 5.426 0.635
C 3.253 6.589 -0.336
C 4.228 7.727 -0.032
C 5.689 7.278 0.079
N 5.851 6.058 0.923
O 5.780 6.413 2.174
C 6.272 7.024 -1.326
C 6.514 8.447 0.621
C 5.020 3.867 1.781
H 4.799 3.173 -0.588
H 4.812 4.644 -1.505
H 6.302 4.069 -0.743
H 3.120 5.742 1.631
H 2.794 4.600 0.343
H 3.374 6.255 -1.370
H 2.228 6.959 -0.258
H 4.141 8.495 -0.804
H 3.919 8.200 0.906
H 7.271 6.590 -1.258
H 6.361 7.962 -1.876
H 5.659 6.375 -1.946
H 6.124 8.827 1.564
H 6.495 9.276 -0.086
H 7.556 8.158 0.773
H 6.039 3.475 1.821
H 4.348 3.036 1.567
H 4.758 4.240 2.770

---

Number 1: E_tot -1158.13898 Ha. Number 2: E_tot -359.21435 Ha. Number 3: E_tot -512.18707 Ha. Number 4: E_tot -895.96957 Ha. Number 5: E_tot -1199.81271 Ha. Number 6: E_tot -362.99295 Ha. Number 7: E_tot -2963.66156 Ha. Number 8: E_tot -1759.06577 Ha.